1.
Computed, not measured: C3H3NO in the gas phase, with wB97M-V/def2-TZVPD.

```
8
Properties=species:S:1:pos:R:3:mulliken_charge:R:1
O -2.0347 0.5032 -0.2618 -0.430
C -0.8828 0.6522 0.0450 0.032
C 0.0861 -0.5166 0.0360 -0.069
C 1.4258 0.1655 -0.8289 -0.222
N 1.8731 -0.2630 0.1952 -0.202
H -0.4647 1.6228 0.3725 0.353
H -0.2370 -1.3095 -0.6366 0.255
H 0.1613 -0.9179 1.0519 0.283
```

Its largest force on an atom is 0.97 eV/Å. As for the total energy: -245.98892 Eh.


2.
Computed, not measured: a gas-phase ion, C7H23N6 (charge +1), with wB97M-V/def2-TZVPD.

```
36
Properties=species:S:1:pos:R:3:mulliken_charge:R:1
C 2.6343 0.7134 -0.4801 -1.811
C 1.6115 0.7419 1.8041 -1.956
C 0.0779 1.9192 -0.5140 -2.090
C -2.4253 -0.2304 -0.6217 -2.119
C 1.5239 0.1631 0.3918 0.396
C 0.1819 0.3884 -0.4649 0.847
C -1.0705 -0.3259 0.1393 1.251
N -1.3103 0.6003 1.3590 -0.193
N 0.9093 -1.6193 -1.5052 -0.664
N -0.1994 0.0810 -2.7261 -0.866
N -0.8866 -1.5678 0.7010 -0.004
N 0.6185 -0.2382 -1.7023 0.581
N -1.9715 -2.4161 1.0829 -0.896
H 2.8743 1.6726 -0.1099 0.545
H 3.5245 -0.0213 -0.4044 0.295
H 2.3498 0.8913 -1.4300 0.604
H 1.4963 1.8135 1.9142 0.402
H 0.8019 0.4151 2.4529 0.503
H 2.5277 0.4313 2.2299 0.497
H 0.9903 2.3875 -0.8627 0.403
H -0.2099 2.3245 0.4851 0.358
H -0.7077 2.1636 -1.1946 0.514
H -3.1469 -0.4110 0.0594 0.608
H -2.3005 -1.0517 -1.2503 0.491
H -2.4128 0.6616 -1.1838 0.420
H 1.6215 -0.8848 0.4938 0.685
H -1.6557 1.5433 1.2660 0.418
H -0.4655 0.6640 1.9212 -0.325
H 1.5691 -1.8948 -2.1710 0.233
H 0.0447 -2.2395 -1.5910 0.214
H 0.1588 0.5375 -3.4752 0.132
H -0.9771 -0.4099 -3.1237 0.147
H 0.0373 -1.9730 0.5607 0.374
H -2.3914 -2.9826 0.3682 0.212
H -1.9231 0.1035 2.0857 0.526
H -1.6431 -3.1436 1.7566 0.264
```

The total charge is +1. Its largest force on an atom is 4.72 eV/Å. As for the total energy: -608.63471 Eh.


3.
Computed, not measured: 5 unconnected molecules or ions with the total composition C9H18B3Cl12NO6, with wB97M-V/def2-TZVPD.

```
49
Properties=species:S:1:pos:R:3:mulliken_charge:R:1
C 5.4550 -1.2339 1.2024 -1.075
C 4.7854 0.0313 0.6929 -0.319
O 3.4187 0.0026 1.0659 -0.197
C 2.6971 1.1617 0.6974 -0.393
C 2.4310 2.0830 1.8826 -0.304
O 1.2438 1.7205 2.5788 -0.583
B 0.0385 1.9195 2.0047 0.570
O -0.1078 2.6747 0.8431 -0.131
B -1.0815 2.2627 -0.0508 0.584
O -1.0817 2.7585 -1.3320 -0.404
O -2.0530 1.3755 0.3671 -0.545
B -1.8375 0.6661 1.5382 0.434
C -2.2919 -0.8202 1.7188 0.057
N -3.2145 -1.3351 0.6934 -0.450
O -1.0743 1.2757 2.5181 -0.355
H 6.2355 -1.5676 0.5200 0.345
H 5.8783 -1.0947 2.1959 0.291
H 4.7074 -2.0259 1.2685 0.200
H 5.2671 0.9217 1.1179 0.325
H 4.8734 0.1114 -0.3981 0.348
H 3.2312 1.7211 -0.0789 0.308
H 1.7514 0.8226 0.2664 0.146
H 3.2478 1.9725 2.5966 0.307
H 2.3970 3.1271 1.5651 0.283
H -0.9843 2.0845 -2.0139 0.196
H -2.6587 -0.9815 2.7395 0.398
H -1.3540 -1.3903 1.6662 -0.380
H -4.1212 -1.5423 1.0860 0.235
H -2.8205 -2.1937 0.3401 0.155
C -2.7624 5.6432 -1.8842 0.981
Cl -1.5548 6.5174 -0.9462 -0.135
Cl -4.2881 5.5299 -1.0084 -0.131
Cl -3.0086 6.4055 -3.4645 -0.161
H -2.3939 4.6382 -2.0444 -0.584
C 0.3985 -3.7386 1.3622 -0.023
Cl 1.3604 -5.2114 1.2883 -0.117
Cl 1.4014 -2.3010 1.1995 -0.033
Cl -0.8775 -3.7628 0.1259 -0.170
H -0.0887 -3.7018 2.3280 0.313
C -2.7163 2.7588 -4.8802 0.197
Cl -3.7144 2.2534 -6.2380 -0.133
Cl -3.5814 2.6202 -3.3557 -0.076
Cl -1.2112 1.8229 -4.8235 -0.153
H -2.4521 3.7992 -5.0234 0.178
C -1.4783 -7.4583 -0.3480 0.698
Cl -1.8220 -7.3125 -2.0703 -0.127
Cl -2.8688 -8.1045 0.5236 -0.132
Cl -0.0424 -8.4393 -0.0664 -0.131
H -1.2771 -6.4660 0.0337 -0.312
```

Its largest force on an atom is 0.73 eV/Å. As for the total energy: -6457.13839 Eh.


4.
Computed, not measured: C8H7NO in the gas phase, with wB97M-V/def2-TZVPD.

```
17
Properties=species:S:1:pos:R:3:mulliken_charge:R:1
C -0.8995 -1.0133 2.0156 -0.758
C 0.0822 -1.7219 1.5003 -0.542
C -1.7469 -0.3920 -0.3703 -0.598
C -0.7962 -1.1563 -0.9017 -0.645
C -0.9879 -0.0119 0.9091 0.541
C 0.2414 -0.8530 0.2215 0.423
C 0.2527 0.5773 0.5667 -0.228
C 1.6468 1.4616 -1.2202 -0.946
N 0.5608 1.6411 -0.4023 0.680
O 0.0764 2.7954 -0.2210 -0.585
H -1.4197 -1.3208 2.8467 0.481
H 0.7675 -2.4590 1.8349 0.390
H -2.6784 -0.0142 -0.7251 0.409
H -0.8830 -1.9944 -1.5920 0.387
H 2.1920 2.5277 -1.3345 0.281
H 2.4124 0.8021 -1.0024 0.357
H 1.1795 1.1316 -2.1253 0.354
```

Its largest force on an atom is 7.91 eV/Å. As for the total energy: -438.68007 Eh.


5.
Computed, not measured: a molecular structure, C66H51AsMnN4O5, with wB97M-V/def2-TZVPD.

```
128
Properties=species:S:1:pos:R:3:mulliken_charge:R:1
Mn -0.0304 0.7504 -0.3403 0.250
C -6.9439 -3.7663 -5.4977 -0.867
O -6.3880 -4.2957 -4.3085 -0.461
C -5.5064 -3.5071 -3.6323 0.879
C -5.2373 -2.1798 -3.9507 -0.737
C -4.2908 -1.4749 -3.2122 -0.690
C -3.5963 -2.0613 -2.1577 -0.208
C -3.9261 -3.3767 -1.8296 0.289
C -4.8639 -4.0944 -2.5508 -1.027
C -2.5085 -1.2939 -1.4759 0.561
C -1.2247 -1.7622 -1.5306 -0.595
C -0.8462 -3.1818 -1.8152 -0.595
C 0.6722 -3.1426 -2.0681 -0.731
C 1.0128 -1.7224 -1.6524 -0.431
N -0.0868 -1.0262 -1.2879 0.362
C 2.2851 -1.1777 -1.7826 0.501
C 2.5682 0.1947 -1.6552 0.320
C 3.7759 0.8346 -2.1462 -1.518
C 3.5635 2.1646 -2.0878 -1.452
C 2.2534 2.3612 -1.4930 -0.255
C 1.7196 3.5918 -1.1717 1.537
C 2.1911 4.7661 -1.9631 -0.139
C 2.3829 4.6127 -3.3357 -0.569
C 2.7501 5.6695 -4.1659 -0.666
C 2.9145 6.9364 -3.6282 0.961
O 3.2417 8.0439 -4.3427 -0.457
C 3.4880 7.8757 -5.7276 -0.848
C 2.7258 7.1218 -2.2618 -0.883
C 2.3700 6.0628 -1.4562 -0.312
C 0.6954 3.7004 -0.1598 0.532
N -0.1271 2.6760 0.1372 0.358
C -0.9088 3.0601 1.1971 0.665
C -2.1116 2.4452 1.5625 0.981
C -2.6499 2.7501 2.9165 0.721
C -4.0104 2.8113 3.2510 -0.485
C -4.4301 2.9498 4.5558 -1.034
C -3.5001 3.0002 5.5938 0.965
O -4.0032 3.0762 6.8527 -0.482
C -3.0821 2.9604 7.9265 -0.839
C -2.1475 2.9663 5.2946 -0.773
C -1.7419 2.8424 3.9690 -0.417
C -2.7403 1.5114 0.6990 -0.619
C -4.1263 1.2863 0.4646 -1.523
C -4.2131 0.3143 -0.4979 -1.415
C -2.8777 -0.0809 -0.8046 0.357
N -2.0062 0.6761 -0.1074 0.522
C -0.5178 4.3742 1.6149 -1.730
C 0.4388 4.7923 0.7425 -1.072
N 1.6956 1.1278 -1.2233 -0.190
C 3.4058 -2.0377 -2.2812 -0.454
C 4.4199 -2.4623 -1.4221 -0.064
C 5.4602 -3.2557 -1.8679 -0.835
C 5.5155 -3.6453 -3.2024 0.968
O 6.5647 -4.4399 -3.5470 -0.468
C 6.6935 -4.7920 -4.9121 -0.866
C 4.5331 -3.2150 -4.0872 -0.759
C 3.4953 -2.4128 -3.6157 -0.188
H -7.5294 -4.5646 -5.9435 0.249
H -6.1621 -3.4567 -6.1944 0.360
H -7.5983 -2.9166 -5.2913 0.315
H -5.7447 -1.6871 -4.7681 0.382
H -4.0783 -0.4441 -3.4694 0.475
H -3.4534 -3.8458 -0.9735 0.543
H -5.1151 -5.1147 -2.2854 0.429
H -1.4697 -3.6972 -2.5385 0.988
H 1.0520 -3.3861 -3.0573 0.944
H 4.6581 0.3223 -2.4991 0.525
H 4.2498 2.9530 -2.3529 0.621
H 2.2012 3.6466 -3.7873 0.479
H 2.8817 5.4847 -5.2228 0.384
H 3.7582 8.8557 -6.1079 0.242
H 2.5963 7.5204 -6.2481 0.338
H 4.3108 7.1792 -5.9052 0.339
H 2.8675 8.1122 -1.8472 0.435
H 2.2694 6.2531 -0.4030 0.444
H -4.7623 2.7652 2.4802 0.459
H -5.4843 3.0032 4.8006 0.444
H -2.4520 3.8495 8.0069 0.314
H -2.4498 2.0783 7.8110 0.337
H -3.6763 2.8604 8.8296 0.249
H -1.3991 3.0209 6.0711 0.409
H -0.6849 2.7620 3.7551 0.431
H -4.9582 1.8203 0.8907 0.470
H -5.1131 -0.1027 -0.9231 0.569
H -0.9556 4.9386 2.4234 0.546
H 0.9331 5.7441 0.7765 0.206
H 4.3904 -2.1540 -0.3827 0.555
H 6.2475 -3.5806 -1.1981 0.442
H 7.6029 -5.3796 -4.9904 0.247
H 6.7806 -3.9061 -5.5450 0.344
H 5.8459 -5.3933 -5.2494 0.328
H 4.5656 -3.4815 -5.1341 0.428
H 2.7411 -2.0619 -4.3115 0.563
O 0.3684 0.1197 1.6967 0.525
As 0.2710 -1.2923 2.5638 1.812
C 1.7433 -1.3353 3.7813 0.110
C 2.1043 -2.4750 4.4930 -0.218
C 3.2133 -2.4407 5.3243 -0.847
C 3.9592 -1.2725 5.4355 -0.493
C 3.5970 -0.1380 4.7226 -0.782
C 2.4871 -0.1660 3.8883 -0.515
C -1.3672 -1.4057 3.5378 0.319
C -1.4241 -1.9787 4.8048 -0.881
C -2.6402 -2.0389 5.4709 -0.747
C -3.7887 -1.5371 4.8680 -0.862
C -3.7256 -0.9672 3.6035 -0.770
C -2.5122 -0.8939 2.9336 1.049
C 0.4200 -2.8074 1.4099 0.789
C 1.7687 -3.3449 1.1101 -1.101
C 1.9711 -4.0687 0.0160 -1.068
C 0.8732 -4.2613 -0.9830 -0.452
C -0.5830 -4.0157 -0.5035 -0.467
C -0.6643 -3.1614 0.7247 -1.340
H 1.5397 -3.3941 4.3855 0.430
H 3.5012 -3.3244 5.8793 0.404
H 4.8355 -1.2544 6.0707 0.387
H 4.1827 0.7685 4.8096 0.429
H 2.1973 0.6986 3.3045 0.331
H -0.5309 -2.3604 5.2816 0.370
H -2.6905 -2.4732 6.4614 0.425
H -4.7370 -1.5865 5.3893 0.418
H -4.6194 -0.5697 3.1361 0.505
H -2.4515 -0.4293 1.9557 -0.498
H 2.5793 -3.1359 1.7949 0.437
H 2.9532 -4.4649 -0.2150 0.521
H 0.9699 -5.2297 -1.4725 0.515
H -1.2154 -4.9011 -0.4028 0.624
H -1.6401 -2.7618 0.9859 0.734
```

Its spin multiplicity is 2. Its largest force on an atom is 0.49 eV/Å. As for the total energy: -6527.55515 Eh.